A 2-piece molecular cluster, C4H14N3S overall. Source: the Open Molecules 2025 dataset; level of theory: ωB97M-V/def2-TZVPD.

ORCA input file:
```
! RIJCOSX wB97M-V def2-TZVPD def2/J DEFGRID3
* xyz 1 1
C 1.0954 -1.2413 -0.0630
C 1.8469 -2.1186 0.6630
N 3.2165 -1.9556 0.8149
N -0.3577 -1.4958 -0.1022
H 1.3910 -0.3422 -0.5692
H 1.4384 -2.9842 1.1324
H 3.7384 -2.7941 1.0916
H 3.6859 -1.4730 0.0599
H -0.8277 -1.3318 -1.0273
H -0.8538 -0.8312 0.5450
H -0.4971 -2.4818 0.1627
C -1.8396 1.7264 -0.7266
C -0.8985 1.6096 0.4926
S -1.5157 0.6564 1.9349
N -1.1736 2.5892 -1.7906
H -2.1623 0.7580 -1.0574
H -2.7470 2.2729 -0.4108
H 0.0431 1.1231 0.2156
H -0.5505 2.6432 0.7483
H -0.3330 0.6076 2.6005
H -0.7159 2.0249 -2.4715
H -1.9832 3.0384 -2.2428
*
```

Calculated values
Total energy ... -19673.223 eV
Frontier orbital gap ... 9.7 eV
E_HOMO ... -12.85 eV

C4H10O2 as an isolated structure. Source: the Open Molecules 2025 dataset; level of theory: ωB97M-V/def2-TZVPD.

ORCA input file:
```
! RIJCOSX wB97M-V def2-TZVPD def2/J DEFGRID3
* xyz 0 1
C -2.2399 -0.4851 0.0855
C -1.5213 0.5809 0.6833
C 0.7020 -0.6167 -0.2313
O 0.2197 -0.6022 -1.5312
C 1.6282 0.4405 0.2421
O 2.7396 0.4432 -0.6436
H -3.2837 -0.2204 -0.1901
H -1.4368 -0.5221 -1.1101
H -2.1680 -1.4734 0.5839
H -1.7497 1.5629 0.2493
H -1.1562 0.5902 1.6954
H 0.5181 -1.4745 0.4111
H 1.3970 -1.0846 -1.3383
H 1.9748 0.2447 1.2720
H 1.1195 1.4028 0.2158
H 3.2566 1.2139 -0.3938
*
```

Calculated values
Total energy ... -8397.840 eV
Frontier orbital gap (spin up / spin down) ... 8.4 / 7.6 eV
E_HOMO (spin up / spin down) ... -7.85 / -7.47 eV

One molecule with the formula C5H3NO. Source: the Open Molecules 2025 dataset; level of theory: ωB97M-V/def2-TZVPD.

ORCA input file:
```
! RIJCOSX wB97M-V def2-TZVPD def2/J DEFGRID3
* xyz 0 1
C -0.7280 1.8017 1.3118
C -0.9296 1.2083 0.2833
C -0.5201 0.2148 -0.7067
C 0.5243 -0.6486 0.0235
O 0.9936 -0.3817 1.0977
C 1.0040 -1.8965 -0.5990
N 1.4600 -2.9006 -0.9442
H -0.4714 2.2898 2.2264
H -1.3109 -0.4063 -1.1464
H -0.0218 0.7190 -1.5463
*
```

Calculated values
Total energy ... -8767.775 eV
Frontier orbital gap ... 10.2 eV
E_HOMO ... -10.67 eV

C11H32B3F12N3O5V as an isolated structure. Source: the Open Molecules 2025 dataset; level of theory: ωB97M-V/def2-TZVPD.

ORCA input file:
```
! RIJCOSX wB97M-V def2-TZVPD def2/J DEFGRID3
* xyz 1 1
O -0.9751 0.3631 -1.1918
V 0.5225 -0.0992 -0.9049
O 0.6826 -0.2723 0.6613
C -2.7155 1.1916 5.6217
C -2.7822 0.3151 4.4077
O -2.8867 -0.8568 4.3853
N -2.7050 1.0581 3.0873
H -3.6036 0.9530 2.6050
H -2.6068 2.0640 3.2332
C -1.6264 0.6073 2.1569
H -3.2210 2.1392 5.4199
H -1.6858 1.4568 5.8699
H -3.1745 0.6550 6.4444
H -0.6421 0.5840 2.6242
H -1.5665 1.2902 1.3116
H -1.7540 -0.4240 1.8198
C 7.4469 -3.8626 4.0363
C 6.0026 -3.8936 3.6185
C 5.6943 -2.9249 2.4970
O 4.3695 -3.0957 2.1510
C 3.9424 -2.2575 1.0648
N 5.6466 -5.2557 3.0418
H 4.7922 -5.1516 2.4735
H 6.3905 -5.5592 2.4100
H 5.4979 -5.9412 3.7802
H 7.7217 -2.9437 4.5491
H 8.1000 -4.0129 3.1729
H 7.7082 -4.6489 4.7516
H 5.2874 -3.7192 4.4229
H 6.3707 -3.1956 1.6632
H 5.9409 -1.9070 2.8197
H 2.8639 -2.1401 1.1240
H 4.2566 -2.6873 0.1164
H 4.3232 -1.2421 1.2035
C -4.6995 4.0162 -6.3675
C -5.1814 3.1757 -5.1963
C -4.2082 3.2325 -4.0470
O -4.7170 2.4934 -2.9775
C -3.8769 2.5196 -1.8416
N -6.4956 3.7275 -4.6990
H -6.3172 4.6397 -4.2751
H -7.1828 3.8003 -5.4531
H -6.9495 3.1180 -4.0110
H -5.4033 3.9950 -7.1959
H -3.7415 3.6168 -6.7007
H -4.4475 5.0274 -6.0375
H -5.3229 2.1531 -5.5423
H -4.0167 4.2874 -3.7926
H -3.2814 2.7643 -4.4015
H -3.0667 1.7935 -1.8761
H -4.4653 2.2351 -0.9653
H -3.5173 3.5215 -1.5866
B 1.4574 2.6348 -0.9270
F 1.4074 1.5695 -1.8924
F 0.2551 2.4687 -0.1986
F 2.5560 2.4904 -0.0954
F 1.5104 3.8447 -1.6073
B 2.6897 -1.1808 -2.5444
F 3.4894 -0.4609 -3.3929
F 2.9820 -2.5342 -2.6040
F 2.8143 -0.7474 -1.1883
F 1.2781 -0.9456 -2.7863
B -1.0672 -2.7753 -0.4466
F 0.2575 -2.2760 -0.8277
F -0.9493 -4.1503 -0.2562
F -1.4489 -2.1543 0.7581
F -1.9571 -2.4865 -1.4721
*
```

Calculated values
Total energy ... -86971.213 eV
Frontier orbital gap ... 8.4 eV
E_HOMO ... -11.29 eV

Question: Which formula does entry 4 have?
Answer: C11H32B3F12N3O5V

Question: What is the formula in the second record?
Answer: C4H10O2

Question: Which formula does entry 4 have?
Answer: C11H32B3F12N3O5V